Below is a structure of composition C43H39FeN5O8P4SeTe at a distorted geometry, with properties calculated with ωB97M-V/def2-TZVPD.

The geometry in XYZ format:
```
102
Properties=species:S:1:pos:R:3:forces:R:3:mulliken_charge:R:1
Te -0.229972 -1.468581 -3.478265 0.3 0.1 0.2 0.2767
Se -3.143543 3.327933 -4.859345 -0.1 0.2 -0.2 -0.2981
Fe -2.263202 0.760697 -0.884011 -0.5 0.1 0.5 1.6394
P -0.331838 -2.446454 -0.408249 0.1 0.1 0.2 0.4684
P -3.715059 -1.332507 1.137692 0.1 -0.1 -0.1 0.9202
P -4.212403 -1.104004 -1.668014 0.1 -0.3 -0.2 0.8404
P 0.191025 0.561662 -1.104109 0.1 -1.2 -0.7 1.4942
O -4.247320 -1.927357 -0.278611 -0.1 0.2 -0.1 -0.4873
O -2.779380 -0.887109 -2.072681 0.5 0.1 0.2 -0.3470
O -2.617070 -0.338665 0.781834 0.0 0.0 0.2 0.8078
O -3.453026 -2.384985 2.124130 0.0 0.1 0.0 -0.8273
O -4.984249 -0.445592 1.610991 0.0 0.1 0.1 -0.6815
O -5.220418 -1.600877 -2.613518 0.0 0.1 0.2 -0.8268
O -0.185891 -0.214919 1.698694 0.0 -0.2 0.3 0.7223
O -4.610906 0.414930 -1.081291 0.0 0.0 0.1 -0.7504
N -2.412314 1.910987 -2.384934 -0.2 0.0 -0.7 -0.8017
N -2.181308 3.589413 2.225370 0.0 0.1 0.0 0.3985
N -1.820150 5.199101 8.807013 0.0 0.1 0.3 -0.5613
N -2.463777 2.418085 0.393388 0.8 -0.1 -0.9 -0.0190
N 4.038988 -2.463316 -5.800000 -0.1 0.0 0.1 -0.7337
C -2.553473 2.392168 1.685420 -0.1 0.0 0.4 -0.8972
C -2.108756 5.244881 3.992000 0.0 0.3 0.1 -0.6173
C -2.114560 2.915651 4.556847 0.0 -0.2 0.1 0.1405
C 0.378924 -3.427474 2.098925 0.0 0.0 0.0 -0.9766
C 1.322816 3.154001 -4.153382 0.0 0.0 0.0 -0.7215
C -2.039239 3.243066 5.897710 0.0 -0.3 0.0 -1.0933
C 0.853199 -6.094146 -2.097900 0.0 0.1 0.0 -0.7525
C 2.704447 -2.449570 -3.795000 0.1 0.0 0.0 0.3064
C 2.603618 -3.741222 2.974745 0.0 0.0 0.0 -0.5414
C -1.418889 -5.656712 -2.723968 0.0 0.0 0.0 -0.5814
C 3.604560 1.176965 1.201328 0.0 0.0 0.0 -0.9390
C 2.307841 0.866391 -2.946527 0.1 0.0 0.0 -0.4104
C 2.541819 2.636779 -4.560877 0.0 0.0 0.0 -0.7703
C 0.880581 -4.901512 -1.378997 0.0 0.0 -0.1 -0.3914
C 1.065642 1.358906 -2.548241 -0.3 0.4 0.2 0.8818
C -0.153791 0.325921 2.993613 0.0 0.0 0.0 0.3437
C -0.228960 -4.059319 -1.337906 0.0 0.1 0.0 0.2461
C 1.225325 -3.843677 3.120461 -0.1 -0.1 -0.1 -0.5670
C 3.130396 -3.230813 1.793821 -0.1 0.0 0.0 -1.2211
C 1.275714 2.512978 0.573253 0.1 -0.1 0.1 -0.7325
C 1.476730 1.233078 0.059186 -0.3 0.2 0.2 1.2803
C 0.962147 -0.291172 3.814220 0.0 0.0 0.1 -1.2843
C -1.383596 -4.468496 -2.009766 -0.1 -0.1 0.1 0.0212
C 0.597741 2.525313 -3.145433 0.0 0.0 0.1 -0.8335
C 2.657649 0.580301 0.378266 0.1 0.0 0.0 -0.1678
C -1.827310 4.416314 1.160923 -0.1 -0.1 0.1 0.1501
C 3.389071 2.446490 1.721466 0.0 0.0 0.0 -0.7061
C 1.780182 -1.640763 -5.816695 -0.1 0.1 -0.1 -0.4380
C 2.215840 3.117045 1.398551 0.0 0.0 0.0 -0.6109
C 1.619905 -1.885734 -4.455683 -0.1 -0.1 0.1 0.0894
C 0.896716 -2.912437 0.910526 0.0 -0.1 -0.2 1.2045
C 3.036369 1.489794 -3.946568 0.0 0.0 0.0 -0.7117
C 2.277630 -2.831036 0.770220 0.0 0.0 0.1 -0.1002
C -1.989146 4.571937 6.297776 0.0 0.1 0.3 0.5238
C -2.137787 3.916493 3.593656 0.0 -0.1 -0.1 0.9906
C 3.869916 -2.712725 -4.495013 0.0 0.1 -0.2 -0.4954
C -2.032118 5.568757 5.334596 0.0 0.3 -0.1 -0.8622
C -0.294903 -6.472642 -2.776610 0.0 0.0 0.0 -0.5119
C -1.896543 4.917582 7.697601 0.0 -0.2 -0.6 0.0517
C 0.530800 -1.219998 -1.486529 -0.2 0.2 -0.2 -1.8489
C 2.987306 -1.935687 -6.431417 0.0 0.0 0.1 -0.3525
C -2.717242 2.423639 -3.381159 0.0 0.1 0.3 0.3596
C -1.997685 3.673949 0.045422 -0.3 0.0 -0.1 -1.4608
H 1.923637 -0.085577 3.340385 0.0 0.0 0.0 0.1699
H -0.349455 2.939883 -2.837656 0.0 0.0 0.0 0.0387
H 3.110865 3.126969 -5.343902 0.0 0.0 0.0 0.3431
H 4.205661 -3.145821 1.671059 0.0 0.0 0.0 0.4054
H 4.127261 2.911352 2.364663 0.0 0.0 0.0 0.3178
H -2.012553 6.605688 5.641927 0.0 0.0 0.0 0.4326
H -0.319141 -7.400179 -3.339085 0.0 0.0 0.0 0.3393
H -1.119329 0.155990 3.490573 0.0 0.0 0.0 0.1892
H 0.805939 -4.235941 4.041439 0.0 0.0 0.0 0.3781
H 3.991069 1.074088 -4.250330 0.0 0.0 0.0 0.4230
H 0.972615 -1.197586 -6.391862 0.1 0.0 0.0 0.3304
H 4.724818 -3.150052 -3.986299 0.0 0.0 0.0 0.3670
H 2.630428 -2.663807 -2.734324 0.0 0.0 0.0 0.1349
H 3.262994 -4.050327 3.778339 0.0 0.0 0.0 0.3128
H -2.913730 1.544033 2.248399 0.1 0.0 0.0 0.7519
H -1.082954 -0.564335 1.516637 0.1 0.2 -0.2 -0.9773
H -2.137190 1.878552 4.259013 0.1 0.0 0.0 0.2216
H -5.058641 0.899053 -1.788528 0.1 0.1 0.0 0.3163
H -1.839539 3.940617 -0.987719 0.0 -0.1 0.1 0.3771
H 0.970790 0.124906 4.828606 0.0 0.0 -0.1 0.4094
H -2.267080 -3.842124 -1.962911 0.0 0.0 0.0 0.2953
H 0.007982 1.412987 2.929266 0.0 0.1 0.0 -0.0241
H 2.674051 -2.456842 -0.166129 0.0 0.1 0.0 0.3664
H -0.700229 -3.477427 2.219927 0.0 0.0 0.0 0.3723
H 1.735336 -6.725234 -2.127269 0.0 0.0 0.0 0.3898
H -2.167318 6.034010 3.256066 0.0 0.0 0.0 0.4088
H 2.691132 -0.025889 -2.470918 0.0 0.0 0.0 0.3646
H -2.010050 2.460757 6.644426 0.0 0.0 0.0 0.4373
H 3.127437 -1.728845 -7.489552 0.0 0.0 0.0 0.3598
H 0.923320 4.046469 -4.620988 0.0 0.0 0.0 0.4298
H 0.367487 3.038312 0.320727 -0.1 0.1 0.0 0.4527
H 4.516522 0.640402 1.439795 0.0 0.0 0.0 0.4009
H 1.784039 -4.628331 -0.851134 0.0 0.0 0.0 0.3135
H 2.837080 -0.402984 -0.022307 0.0 -0.1 -0.1 0.0987
H -1.462955 5.419107 1.294199 0.0 -0.1 0.0 0.3778
H 2.029455 4.110698 1.796052 0.0 0.0 0.0 0.4425
H -5.145478 0.232356 0.936820 0.0 -0.1 0.0 0.4336
H -2.325317 -5.943765 -3.245677 0.0 0.0 0.0 0.4143
H 0.833997 -1.372826 3.869330 0.0 0.1 0.0 0.1587
```
Forces are in eV/Å.

Summary:
highest occupied orbital energy (spin up / spin down)	-1.624 / -1.626	eV
orbital gap (spin up / spin down)	4.54 / 4.54	eV
strongest force on any atom	1.4	eV/A
DFT total energy	-7836.66449	Eh
total charge	-2
lowest unoccupied orbital energy (spin up / spin down)	0.107 / 0.107	Ha
ΔE to the lowest compared entry with this formula, charge and spin	0.437	eV
spin multiplicity	1